(1)
Below is 9 unconnected molecules or ions with the total composition C30H28F8NO26 at a distorted geometry, with properties calculated with ωB97M-V/def2-TZVPD.

Values from the calculation:
orbital gap = 5.78 eV
charge = -1
highest occupied orbital energy = -4.5 eV

Positions of all 93 atoms, in Å:
O -5.227 -6.070 -2.282
C -3.998 -6.076 -2.127
O -3.258 -7.147 -2.010
C -3.184 -4.726 -2.084
C -2.864 -4.162 -0.790
C -2.117 -2.930 -0.547
C -1.666 -2.297 -1.814
C -2.030 -2.994 -3.037
N -2.755 -4.124 -3.227
H -3.226 -4.724 0.110
H -1.883 -2.528 0.459
H -1.059 -1.355 -1.809
H -1.647 -2.515 -3.980
C -6.606 -0.747 -0.040
C -6.085 -2.079 -0.486
O -4.724 -2.039 -0.084
C -4.684 -1.231 1.002
O -3.767 -1.172 1.766
O -5.824 -0.495 1.126
F -6.136 -2.194 -1.838
H -6.427 0.042 -0.776
H -7.670 -0.773 0.196
H -6.580 -2.943 -0.021
C 2.631 -1.081 -1.509
C 2.751 0.284 -0.900
O 1.812 1.045 -1.632
C 0.842 0.160 -2.018
O -0.234 0.479 -2.416
O 1.259 -1.124 -1.880
F 3.991 0.808 -1.105
H 3.252 -1.201 -2.400
H 2.872 -1.877 -0.805
H 2.506 0.325 0.164
C -9.090 -6.722 0.629
C -8.071 -6.909 1.714
O -7.213 -5.799 1.534
C -7.985 -4.816 1.002
O -7.670 -3.665 0.964
O -9.157 -5.301 0.523
F -7.360 -8.043 1.528
H -8.768 -7.143 -0.326
H -10.060 -7.143 0.890
H -8.482 -6.895 2.727
C -3.388 0.004 4.893
C -2.042 0.418 5.408
O -2.353 1.071 6.625
C -3.501 0.486 7.078
O -3.910 0.589 8.190
O -4.112 -0.235 6.101
F -1.450 1.309 4.576
H -3.881 0.795 4.325
H -3.343 -0.893 4.278
H -1.359 -0.413 5.602
C -0.488 -7.142 -0.544
C 0.549 -7.365 0.515
O 1.476 -6.323 0.279
C 0.748 -5.300 -0.266
O 1.138 -4.175 -0.345
O -0.464 -5.724 -0.694
F 1.182 -8.556 0.346
H -0.226 -7.611 -1.494
H -1.476 -7.488 -0.246
H 0.170 -7.293 1.538
C 6.444 4.211 0.078
C 6.514 2.916 -0.672
O 7.616 2.258 -0.072
C 7.664 2.714 1.214
O 8.282 2.195 2.085
O 6.908 3.835 1.374
F 6.796 3.125 -1.984
H 7.107 4.974 -0.338
H 5.433 4.613 0.123
H 5.621 2.294 -0.581
C 3.685 9.028 -0.568
C 4.163 8.491 0.749
O 3.747 7.138 0.708
C 3.742 6.794 -0.611
O 3.708 5.674 -1.012
O 3.788 7.889 -1.415
F 3.535 9.111 1.783
H 2.645 9.361 -0.531
H 4.303 9.847 -0.934
H 5.237 8.538 0.891
C 7.082 7.576 -3.900
C 8.432 7.970 -3.381
O 8.125 8.617 -2.160
C 6.973 8.042 -1.717
O 6.561 8.140 -0.601
O 6.356 7.338 -2.697
F 9.035 8.860 -4.206
H 6.598 8.377 -4.463
H 7.116 6.682 -4.522
H 9.105 7.130 -3.192



(2)
Below is a molecular structure, C30H28FN3O3RhTe, with properties calculated with ωB97M-V/def2-TZVPD.

Values from the calculation:
orbital gap (spin up / spin down) = 8.46 / 6.10 eV
charge = +1
spin multiplicity = 5
highest occupied orbital energy (spin up / spin down) = -10.8 / -11.0 eV

Positions of all 67 atoms, in Å:
Rh 0.452 1.139 0.970
C 4.417 -4.031 -2.576
C 2.938 -4.254 -2.857
C 2.542 -5.695 -2.592
C 1.063 -5.907 -2.851
C 0.253 -4.965 -2.005
C -1.012 -5.293 -1.582
C -1.745 -4.399 -0.805
F -2.977 -4.762 -0.420
C -1.252 -3.185 -0.435
C 0.040 -2.828 -0.851
C 0.565 -1.518 -0.477
O -0.159 -0.790 0.266
C 1.843 -1.183 -0.984
C 2.520 -2.130 -1.723
N 2.075 -3.343 -2.033
C 0.791 -3.717 -1.627
C 2.621 0.101 -0.799
O 3.779 0.149 -1.149
O 1.998 1.138 -0.290
H 4.979 -4.842 -3.037
H 4.614 -4.047 -1.502
H 4.800 -3.100 -2.988
H 2.727 -4.019 -3.904
H 2.787 -5.948 -1.556
H 3.146 -6.334 -3.236
H 0.771 -6.935 -2.640
H 0.847 -5.725 -3.908
H -1.450 -6.246 -1.848
H -1.837 -2.499 0.158
H 3.503 -1.858 -2.074
C -2.702 7.564 -2.612
C -2.474 6.334 -1.780
C -3.526 5.692 -1.137
C -3.332 4.561 -0.361
C -4.532 3.941 0.310
C -2.017 4.055 -0.233
Te -1.825 2.453 1.071
C -0.931 4.676 -0.886
C 0.506 4.239 -0.817
C -1.197 5.809 -1.641
H -3.754 7.841 -2.637
H -2.366 7.403 -3.637
H -2.136 8.408 -2.215
H -4.531 6.084 -1.245
H -5.445 4.401 -0.062
H -4.504 4.089 1.392
H -4.607 2.870 0.126
H 0.629 3.200 -0.536
H 1.059 4.851 -0.102
H 0.981 4.361 -1.789
H -0.368 6.296 -2.145
N 1.463 1.271 5.187
C 1.627 1.625 3.900
N 0.870 0.924 3.090
C 0.146 0.044 3.906
C -0.797 -0.928 3.575
C -1.346 -1.647 4.616
C -0.971 -1.418 5.952
C -0.033 -0.464 6.286
C 0.512 0.259 5.230
H 1.952 1.675 5.967
H 2.322 2.388 3.588
H -1.067 -1.120 2.544
H -2.080 -2.412 4.402
H -1.426 -2.008 6.736
H 0.260 -0.291 7.313